{
  "formula": "C2H4LiO2Tl",
  "method": "the ωB97M-V functional and the def2-TZVPD basis",
  "species": ["O", "C", "C", "O", "Tl", "Li", "H", "H", "H", "H"],
  "coordinates": [[1.125, -0.146, 0.963], [-0.457, 0.131, 0.759], [-0.734, -0.078, -0.705], [0.620, 0.154, -1.058], [1.908, -1.655, -0.405], [1.720, 1.398, -0.074], [-1.198, -0.443, 1.336], [-0.585, 1.071, 1.316], [-1.372, 0.679, -1.178], [-1.026, -1.109, -0.954]],
  "atomic_forces_ev_per_a": [[-3.72, 1.41, 0.32], [-0.15, -0.16, 2.55], [1.19, 0.85, 0.61], [0.40, 1.12, -2.18], [1.54, -2.76, -0.78], [-0.29, -0.06, 0.19], [1.14, -0.92, 0.34], [0.09, 0.44, -1.26], [-0.05, -0.32, 0.13], [-0.15, 0.39, 0.09]],
  "largest_force_ev_per_a": 3.989,
  "de_lowest_ev": 0.000,
  "multiplicity": 2,
  "orbital_gap_ha": [0.3568, 0.2743],
  "homo_ev": [-14.1, -13.7],
  "e_lumo_ha": [-0.1605, -0.2300],
  "total_charge": 1,
  "s2": 0.76,
  "molar_mass_g_mol": 271.376,
  "energy_ha": -408.77468
}

***

{
  "formula": "C3H6N2O",
  "method": "the ωB97M-V functional and the def2-TZVPD basis",
  "species": ["C", "N", "C", "N", "C", "O", "H", "H", "H", "H", "H", "H"],
  "coordinates": [[-0.710, 1.229, -0.142], [-0.121, -0.049, 0.230], [1.030, -0.527, -0.399], [1.332, -0.225, -1.590], [-0.768, -0.854, 1.140], [-1.805, -0.567, 1.693], [-1.537, 1.398, 0.548], [-1.073, 1.223, -1.173], [0.039, 2.018, -0.023], [1.645, -1.155, 0.250], [2.213, -0.674, -1.836], [-0.247, -1.817, 1.301]],
  "atomic_forces_ev_per_a": [[-0.07, 0.10, -0.05], [-0.02, -0.08, 0.07], [0.03, -0.08, -0.14], [0.05, 0.09, 0.33], [-0.06, 0.08, 0.11], [0.32, -0.15, -0.12], [0.09, 0.04, -0.17], [0.08, -0.04, 0.14], [-0.12, -0.11, -0.10], [-0.16, -0.21, -0.08], [-0.09, 0.16, -0.02], [-0.06, 0.20, 0.04]],
  "largest_force_ev_per_a": 0.373,
  "de_lowest_ev": 0.971,
  "orbital_gap_ha": 0.3903,
  "homo_ev": -9.8,
  "e_lumo_ha": 0.0291,
  "molar_mass_g_mol": 86.094,
  "energy_ha": -302.65741
}

***

{
  "formula": "C27H31F3N3O7S2SiZn",
  "method": "the ωB97M-V functional and the def2-TZVPD basis",
  "species": ["Zn", "C", "C", "C", "C", "C", "C", "N", "N", "Si", "C", "C", "C", "H", "H", "H", "H", "H", "H", "H", "H", "H", "H", "H", "H", "H", "H", "H", "F", "C", "F", "F", "S", "O", "O", "O", "O", "S", "O", "N", "C", "O", "C", "C", "C", "C", "C", "C", "H", "H", "H", "H", "C", "C", "C", "C", "C", "C", "C", "O", "C", "C", "C", "H", "H", "H", "H", "H", "H", "H", "H", "H", "H", "H", "H"],
  "coordinates": [[-0.695, -0.865, -1.050], [-4.434, -0.293, -0.337], [-3.465, 0.846, -0.285], [-3.972, 2.124, 0.055], [-3.070, 3.177, 0.097], [-1.734, 2.939, -0.182], [-1.265, 1.630, -0.507], [-2.170, 0.613, -0.563], [0.003, 1.221, -0.727], [1.319, 2.006, -1.564], [2.522, 2.499, -0.168], [2.183, 0.783, -2.761], [0.608, 3.492, -2.535], [-5.398, 0.091, 0.066], [-4.099, -1.130, 0.311], [-4.590, -0.645, -1.385], [-5.024, 2.250, 0.315], [-3.405, 4.160, 0.396], [-0.999, 3.744, -0.156], [2.986, 1.616, 0.294], [1.993, 3.045, 0.630], [3.351, 3.133, -0.554], [2.480, -0.152, -2.253], [3.086, 1.248, -3.204], [1.503, 0.473, -3.566], [0.580, 4.411, -1.903], [-0.427, 3.287, -2.928], [1.240, 3.729, -3.420], [-2.400, -2.661, -1.578], [-2.266, -2.919, -2.929], [-1.165, -3.623, -3.130], [-3.331, -3.633, -3.280], [-2.120, -1.265, -3.841], [-2.012, -1.608, -5.250], [-3.347, -0.594, -3.444], [-0.925, -0.663, -3.158], [3.233, -3.170, 2.102], [2.713, -3.992, 1.033], [2.655, -5.408, 1.302], [1.283, -3.346, 0.475], [1.388, -2.935, -0.766], [0.507, -2.314, -1.448], [2.722, -3.180, -1.362], [3.092, -2.869, -2.663], [4.413, -3.121, -3.013], [5.316, -3.659, -2.117], [4.924, -4.006, -0.832], [3.630, -3.739, -0.471], [2.333, -2.448, -3.316], [4.764, -2.870, -4.015], [6.341, -3.814, -2.419], [5.599, -4.443, -0.110], [0.121, 3.906, 4.123], [-0.306, 2.521, 3.712], [-1.603, 2.022, 3.880], [-1.954, 0.759, 3.442], [-3.356, 0.325, 3.613], [-1.021, -0.034, 2.736], [-1.507, -1.248, 2.069], [-1.168, -1.701, 0.944], [0.348, 0.406, 2.675], [1.479, -0.381, 2.120], [0.646, 1.669, 3.151], [-0.470, 4.271, 4.984], [0.005, 4.639, 3.293], [1.183, 3.899, 4.428], [-2.377, 2.652, 4.376], [-3.896, 1.133, 4.159], [-3.492, -0.610, 4.201], [-3.896, 0.163, 2.645], [-2.286, -1.801, 2.626], [1.465, -1.467, 2.374], [2.431, 0.040, 2.518], [1.505, -0.335, 1.004], [1.692, 2.022, 3.040]],
  "atomic_forces_ev_per_a": [[0.03, 1.37, 0.14], [-0.59, -0.29, 0.05], [-0.33, 0.71, 0.09], [0.36, -1.10, -0.12], [0.83, -0.36, -0.05], [0.25, 0.37, -0.08], [0.58, -0.09, -0.09], [-1.07, 0.21, 0.40], [-0.29, -0.44, -0.60], [-0.81, -0.55, 0.63], [0.47, 0.48, -0.56], [-0.08, 0.23, 0.28], [0.05, 0.35, -0.35], [0.48, -0.47, -0.32], [-0.13, 0.30, -0.53], [0.27, 0.16, 0.83], [0.37, -0.09, -0.19], [0.05, 0.18, -0.08], [-0.24, -0.19, 0.07], [-0.19, 0.09, -0.18], [0.11, -0.10, -0.33], [-0.38, -0.25, 0.32], [-0.02, 0.44, -0.01], [-0.36, -0.23, 0.17], [0.08, 0.22, 0.14], [-0.08, -0.59, -0.43], [0.97, 0.09, 0.53], [-0.30, -0.11, 0.51], [0.22, -0.26, -0.81], [0.13, 1.14, 0.09], [-0.15, -0.45, 0.12], [0.09, 0.03, -0.10], [-0.65, 0.33, 0.58], [0.54, 0.29, 1.32], [0.43, -0.32, -0.29], [-0.98, -0.97, -1.10], [-0.13, 0.00, -0.29], [-0.17, 0.12, -0.04], [-0.35, 0.26, -0.18], [0.35, -0.50, 0.54], [-0.32, 0.33, 0.44], [0.94, -0.60, 0.48], [0.64, -0.01, -0.75], [-0.16, -0.17, 0.55], [-0.01, 0.39, -0.86], [0.13, -0.20, 0.20], [0.19, -0.01, 0.40], [-1.00, 0.34, -0.30], [0.29, -0.02, -0.09], [-0.13, -0.06, 0.20], [0.10, -0.06, -0.07], [0.16, -0.02, -0.08], [-0.12, 0.43, 0.27], [0.08, -0.41, -0.12], [0.05, 1.02, 0.57], [0.59, -0.39, -0.79], [-1.96, -0.12, 0.19], [1.33, 0.72, 0.11], [0.62, -1.14, -2.10], [-0.71, 1.24, 2.89], [-1.26, -0.14, -0.36], [0.81, -0.97, -0.50], [0.43, 0.56, 0.11], [0.22, -0.13, -0.44], [0.05, -0.50, 0.46], [-0.45, 0.06, -0.19], [0.68, -0.52, -0.44], [0.18, -0.68, -0.40], [0.28, 0.52, -0.30], [0.50, 0.21, 0.68], [0.09, 0.00, -0.23], [-0.13, 0.84, -0.12], [-0.60, -0.36, -0.41], [-0.05, 0.09, 0.76], [-0.76, -0.23, 0.18]],
  "largest_force_ev_per_a": 3.222,
  "orbital_gap_ha": 0.2540,
  "homo_ev": -5.0,
  "e_lumo_ha": 0.0695,
  "total_charge": -1,
  "molar_mass_g_mol": 724.163,
  "energy_ha": -4903.45304
}